DFT (ωB97M-V/def2-TZVPD) results for a structure of composition C45H53ClIrN9O3P2S in a non-equilibrium geometry.

Summary:
Total charge ... +2
Frontier orbital gap ... 5.0 eV
Calculated total energy ... -111841.56601 eV

XYZ file:
```
115
Properties=species:S:1:pos:R:3:forces:R:3
Ir 0.04300 0.04130 0.46540 -0.69 -2.42 0.26
C 2.49450 -1.26960 -1.76290 -0.58 -0.26 0.35
P 2.51960 -0.08680 -0.36280 -0.25 0.65 -0.94
C 2.57740 1.45200 -1.36580 -0.79 0.54 0.29
N 3.48230 1.51220 -2.29440 0.81 -0.85 -0.13
C 3.53350 2.52900 -3.15960 -0.91 0.93 0.12
C 4.49930 2.58560 -4.17770 0.23 0.06 -0.27
C 4.46560 3.61130 -5.08510 0.21 -0.48 0.26
C 3.49010 4.61970 -4.99800 -0.45 0.18 0.30
C 2.54730 4.60470 -4.00420 -0.03 0.28 -0.24
C 2.53530 3.56080 -3.06250 1.05 -0.86 -0.12
N 1.62350 3.48290 -2.08800 -0.93 0.77 0.15
C 1.61780 2.49220 -1.24080 0.47 -0.87 -0.34
P 0.25950 2.42170 -0.01920 0.35 -0.14 0.04
C -1.01730 3.32610 -0.96130 -0.30 -0.62 0.30
C 0.82060 3.64610 1.31500 -0.27 -0.55 0.32
C -0.42630 4.16470 2.02930 0.01 -0.09 -0.08
C 1.60290 4.80340 0.69990 -0.07 -0.16 -0.25
C 1.71500 2.89820 2.30050 -0.09 -0.09 -0.14
C 4.33670 -0.22610 0.22380 -0.21 -0.04 1.03
C 4.84450 1.12070 0.72920 -0.24 0.12 -0.05
C 5.25240 -0.71410 -0.89390 -0.31 -0.04 -0.35
C 4.31990 -1.23180 1.37540 -0.01 0.12 -0.11
H 3.23550 -0.99940 -2.51290 0.05 0.15 0.26
H 1.50680 -1.26780 -2.22090 0.07 -0.01 0.00
H 2.69500 -2.26840 -1.37680 0.01 -0.18 -0.05
H 5.24880 1.80980 -4.21740 0.05 -0.07 -0.07
H 5.19530 3.65060 -5.87820 0.09 0.00 -0.07
H 3.49120 5.41740 -5.72540 -0.02 0.06 -0.03
H 1.80280 5.37930 -3.92130 -0.11 0.12 -0.02
H -0.70170 4.34820 -1.16070 0.16 -0.09 0.10
H -1.95240 3.32750 -0.40540 -0.09 0.03 0.00
H -1.16550 2.81680 -1.91280 0.00 0.04 -0.03
H -1.04470 4.76820 1.36960 -0.09 0.08 -0.03
H -0.11930 4.79340 2.86300 0.04 0.06 0.07
H -1.02300 3.34760 2.43070 -0.01 0.08 0.05
H 1.05470 5.28510 -0.10600 0.03 0.09 -0.08
H 2.56660 4.47180 0.31800 0.05 0.04 -0.06
H 1.79160 5.55130 1.46820 -0.05 -0.01 0.14
H 1.18020 2.09720 2.80670 -0.04 -0.04 0.07
H 2.08530 3.59310 3.05050 0.06 0.08 0.08
H 2.57130 2.46960 1.78440 0.08 -0.01 0.03
H 4.90920 1.85200 -0.07370 0.02 0.08 -0.02
H 5.84540 0.99260 1.13840 0.06 -0.09 0.02
H 4.21990 1.51890 1.52620 0.03 0.01 0.06
H 5.18050 -0.07200 -1.77030 0.07 -0.12 0.02
H 5.04050 -1.74440 -1.16910 0.03 -0.08 -0.06
H 6.28000 -0.67530 -0.53650 0.03 0.01 0.20
H 3.77350 -0.82090 2.22090 -0.01 -0.04 0.13
H 5.33640 -1.45220 1.69470 0.11 -0.03 0.00
H 3.86070 -2.16760 1.06320 -0.06 -0.25 0.05
C -2.77380 -1.96100 1.93520 0.09 -0.02 0.17
C -3.14920 -0.94050 0.93360 -0.16 -0.45 0.57
N -2.30180 -0.26900 0.18100 1.53 0.41 0.64
C -3.04650 0.45700 -0.70280 -0.37 0.43 -0.31
C -4.36650 0.24520 -0.45780 0.29 0.20 -0.15
N -4.42780 -0.63770 0.59010 0.91 0.11 -0.23
C -5.64330 -1.04090 1.26840 -0.58 -0.16 0.59
N -5.70580 -2.45300 1.46920 -0.08 -0.34 -1.06
N -5.67320 -2.99470 2.69980 0.01 1.07 1.03
N -5.62700 -4.24560 2.62710 0.05 -1.03 0.89
C -5.60560 -4.63770 1.32230 0.02 1.09 -1.25
C -5.49250 -5.88730 0.71410 -0.02 0.15 0.13
C -5.42060 -5.90820 -0.65880 -0.01 -0.18 0.01
C -5.48910 -4.73470 -1.42490 0.01 0.16 -0.02
C -5.61700 -3.49040 -0.84710 0.03 0.14 -0.15
C -5.65990 -3.45720 0.53930 0.07 -0.74 0.40
H -1.69360 -1.97290 2.04740 -0.04 0.02 0.04
H -3.08280 -2.94760 1.58910 -0.08 -0.08 0.05
H -3.24310 -1.77100 2.89770 -0.05 -0.07 0.12
H -2.59210 1.05400 -1.46440 0.02 0.15 -0.16
H -5.24650 0.64250 -0.92190 -0.14 0.05 -0.12
H -6.49290 -0.69500 0.66640 0.25 -0.03 0.09
H -5.69570 -0.58400 2.26650 -0.01 -0.10 -0.27
H -5.45940 -6.78140 1.31180 0.02 -0.19 0.05
H -5.31400 -6.85130 -1.17190 -0.03 -0.10 -0.03
H -5.43630 -4.80950 -2.49980 -0.03 -0.02 -0.11
H -5.68290 -2.59040 -1.43840 0.02 0.06 -0.16
C 3.01910 -5.47800 -2.52170 -0.07 0.00 -0.08
C 3.01180 -5.18320 -1.05870 -0.83 0.35 0.32
C 4.16310 -5.22700 -0.29550 -0.03 0.10 0.45
C 4.12160 -4.97740 1.07420 -0.78 -0.01 -0.16
Cl 5.57360 -4.94140 1.98820 0.35 -0.02 0.22
C 2.89890 -4.76080 1.70770 0.80 -0.15 -0.17
C 1.74040 -4.69770 0.96290 -0.31 -0.13 -0.72
C 1.78710 -4.84100 -0.42680 1.50 -0.15 0.85
O 0.74040 -4.66540 -1.25690 -0.60 -0.03 -0.73
C -0.44340 -4.03580 -0.82770 -0.06 0.31 0.08
C -0.17950 -2.56670 -0.42890 -0.28 -1.62 -0.51
O -0.44340 -1.66250 -1.23180 0.23 1.87 -0.43
O 0.30410 -2.34550 0.70470 -0.13 2.21 0.93
H 4.02340 -5.68920 -2.87580 0.06 -0.01 -0.03
H 2.60280 -4.64460 -3.08680 0.01 0.02 -0.10
H 2.38720 -6.34350 -2.72210 0.01 -0.02 -0.10
H 5.10700 -5.45410 -0.76430 0.14 -0.04 -0.07
H 2.86840 -4.65040 2.77870 0.01 0.00 0.19
H 0.80220 -4.52530 1.46280 -0.06 0.01 0.05
H -0.91240 -4.55860 0.01310 0.05 0.02 -0.03
H -1.11020 -4.05370 -1.69180 0.06 0.02 0.18
N 1.50470 -1.42370 3.16260 -0.17 0.04 -0.03
C 0.45980 -0.68970 3.56640 0.46 -0.25 0.39
N -0.30720 0.00490 2.75830 1.02 0.36 -2.19
C -1.32610 0.63800 3.44260 -0.81 0.64 0.63
C -2.34520 1.41540 2.89790 0.17 -0.27 0.06
C -3.29730 1.95380 3.74210 -0.04 0.00 0.00
C -3.23870 1.75630 5.11760 -0.02 0.08 0.06
C -2.21760 1.01670 5.68430 -0.07 -0.07 -0.07
C -1.28790 0.44610 4.83550 0.23 0.01 -0.48
S 0.06330 -0.57650 5.26280 -0.11 0.04 -0.52
H 1.48380 -1.72960 2.19760 0.11 -0.15 0.03
H 1.90910 -2.06290 3.82720 0.12 -0.01 -0.03
H -2.38490 1.57780 1.83270 -0.05 0.06 -0.11
H -4.09800 2.54690 3.32800 -0.07 0.08 -0.05
H -3.99500 2.19420 5.74800 -0.07 0.05 0.10
H -2.15170 0.87130 6.75090 -0.05 -0.01 0.11
```
Forces are in eV/Å.

***

DFT (ωB97M-V/def2-TZVPD) results for a structure of composition C45H56Cl2SSb2SiTi in a non-equilibrium geometry.

Summary:
2S+1 ... 3
Frontier orbital gap (spin up / spin down) ... 7.1 / 7.5 eV
ΔE to the lowest compared entry with this formula, charge and spin ... 115.1 kJ/mol
<S²> ... 2.010
Calculated total energy ... -127518.21884 eV

XYZ file:
```
108
Properties=species:S:1:pos:R:3:forces:R:3
Ti -0.49504 -0.74365 -0.07753 -0.65 1.15 -0.71
Cl 0.62788 0.63418 1.65080 0.02 0.07 0.93
C -0.07292 2.21612 1.59554 -0.48 0.92 -0.44
C 0.00975 3.06509 2.68105 0.14 -0.13 0.12
C -0.54770 4.33001 2.58423 0.00 -0.05 -0.10
C -1.18039 4.73114 1.41656 0.03 0.03 0.05
C -1.25120 3.87243 0.33816 0.26 -0.33 0.16
Cl -2.01565 4.36734 -1.12591 -0.13 0.27 -0.01
C -0.70730 2.57947 0.40064 0.22 0.02 0.29
S -0.84912 1.49121 -0.92470 -0.35 0.12 -0.25
H 0.49863 2.74435 3.58898 0.05 -0.04 0.05
H -0.48055 5.01182 3.41568 -0.02 0.05 0.14
H -1.62427 5.71070 1.34335 -0.03 0.12 -0.03
C 2.06398 -1.93186 -0.04512 0.23 0.33 0.03
C 2.08734 -2.58132 -1.41818 0.07 -0.06 -0.36
C 0.69178 -2.59688 -2.04204 -0.37 0.15 0.17
Sb 0.35635 -0.71002 -3.16594 -0.16 -0.49 -0.97
C 0.65413 -1.91528 -4.93847 -0.02 0.24 0.30
C -0.24582 -2.91829 -5.27243 -0.30 -0.10 0.04
C 0.03606 -3.80592 -6.29615 -0.14 -0.08 0.02
C 1.23080 -3.70729 -6.98814 0.12 -0.03 -0.14
C 2.12759 -2.70346 -6.67051 0.15 -0.06 -0.17
C 1.83216 -1.80880 -5.65442 0.14 0.20 0.04
C -1.77997 -0.55419 -3.48448 0.54 -0.13 0.15
C -2.21743 -0.27367 -4.77568 0.13 -0.07 0.00
C -3.48923 0.22685 -4.99059 0.01 0.05 -0.15
C -4.32480 0.48175 -3.91657 0.06 -0.03 0.06
C -3.90520 0.17873 -2.63194 -0.15 -0.03 0.22
C -2.64178 -0.34720 -2.42054 0.07 -0.28 0.11
Sb 3.44248 -0.29937 0.48676 0.62 0.06 -0.52
C 2.98975 1.05511 -1.14358 0.22 -0.45 0.47
C 3.33695 0.77315 -2.45844 0.14 0.07 -0.14
C 3.08705 1.69756 -3.46058 0.18 -0.05 0.00
C 2.47501 2.90290 -3.15933 0.03 0.01 0.02
C 2.14287 3.19526 -1.84713 0.00 0.15 0.02
C 2.41432 2.28055 -0.84481 0.05 0.07 0.14
C 5.18624 -1.08942 -0.50875 -0.51 0.07 0.30
C 6.04049 -0.23458 -1.18883 -0.05 0.17 0.02
C 7.18789 -0.71916 -1.78749 0.15 0.00 -0.02
C 7.50519 -2.06425 -1.68817 0.02 0.01 -0.02
C 6.67213 -2.91796 -0.98501 0.13 -0.19 -0.01
C 5.51885 -2.42953 -0.39785 -0.13 -0.07 0.05
H 2.17213 -2.69029 0.73574 -0.27 0.28 -0.04
H 1.08101 -1.44873 0.11325 1.87 -0.94 0.55
H 2.45261 -3.61089 -1.31726 -0.02 0.16 -0.04
H 2.78956 -2.07685 -2.09740 -0.04 -0.12 0.12
H -0.07921 -2.70343 -1.25851 0.14 -0.57 -0.22
H 0.59644 -3.42118 -2.75291 -0.30 0.20 0.09
H -1.18395 -3.00308 -4.73258 0.04 -0.04 0.00
H -0.67092 -4.58256 -6.55529 -0.06 -0.02 0.03
H 1.45673 -4.41116 -7.77672 0.03 -0.02 -0.05
H 3.06040 -2.62034 -7.21095 0.04 0.02 -0.04
H 2.52274 -1.01264 -5.41280 0.19 0.03 -0.02
H -1.55066 -0.43883 -5.61435 -0.05 0.05 -0.04
H -3.81298 0.44639 -5.99768 -0.04 0.03 -0.08
H -5.29166 0.93305 -4.07749 -0.14 -0.03 0.00
H -4.55632 0.38322 -1.79487 -0.05 -0.01 0.07
H -2.29382 -0.57082 -1.39524 -0.75 0.12 -0.68
H 3.83403 -0.15805 -2.70631 -0.04 0.02 -0.02
H 3.38544 1.47871 -4.47643 -0.03 -0.02 -0.10
H 2.28239 3.62020 -3.94264 -0.05 0.08 -0.07
H 1.68130 4.13897 -1.59438 -0.06 0.08 -0.02
H 2.18557 2.53350 0.18462 -0.05 0.04 -0.05
H 5.79452 0.81646 -1.26123 0.06 0.08 -0.07
H 7.83891 -0.04676 -2.32559 0.08 0.07 -0.06
H 8.40356 -2.44046 -2.15183 0.10 -0.07 -0.05
H 6.92453 -3.96415 -0.88768 0.02 -0.08 -0.02
H 4.86746 -3.09723 0.15216 0.01 -0.14 0.02
C -1.54373 -4.74617 0.49312 0.03 0.25 0.12
C -2.64076 -3.68379 0.63556 0.01 0.25 0.27
C -3.84387 -4.32964 1.32356 0.13 0.10 0.01
C -3.07813 -3.31285 -0.78643 0.18 0.15 0.21
Si -1.94819 -2.03495 1.55868 -0.80 -0.80 0.89
C -0.96730 -2.60357 3.22119 -0.21 0.01 -0.26
C 0.43980 -3.07467 2.84248 -0.15 0.12 -0.13
C -1.65916 -3.74149 3.97162 0.00 0.09 -0.17
C -0.76686 -1.45926 4.21808 -0.16 0.03 -0.23
C -3.47100 -0.86279 2.10986 0.16 -0.20 -0.03
C -4.47810 -0.71604 0.96871 0.27 -0.18 0.03
C -2.89606 0.54001 2.33449 0.18 -0.22 -0.16
C -4.24878 -1.29000 3.35523 0.20 -0.07 -0.14
H -1.86796 -5.53657 -0.18878 -0.07 -0.06 -0.06
H -1.30748 -5.21495 1.44557 0.11 -0.04 0.05
H -0.62426 -4.32072 0.08263 0.08 -0.07 -0.01
H -4.12561 -5.24985 0.80833 -0.08 -0.14 -0.12
H -4.70293 -3.66465 1.30833 -0.16 0.03 0.05
H -3.63004 -4.58683 2.35463 -0.03 -0.06 0.20
H -3.37282 -4.20324 -1.34429 -0.03 -0.18 -0.05
H -2.27131 -2.83064 -1.34453 -0.05 -0.05 -0.11
H -3.92788 -2.63802 -0.77741 -0.07 0.15 -0.11
H 0.42109 -3.82069 2.05279 0.10 -0.08 -0.15
H 0.94028 -3.52237 3.70330 0.06 -0.02 0.17
H 1.04396 -2.22426 2.51858 0.07 -0.02 -0.03
H -1.67108 -4.65485 3.38607 -0.07 -0.17 -0.04
H -2.68049 -3.48083 4.22655 -0.23 -0.03 0.08
H -1.12999 -3.95834 4.90085 0.12 -0.02 0.17
H -0.34173 -0.58214 3.73836 0.05 0.11 0.07
H -0.08078 -1.77280 5.00690 0.11 -0.09 0.12
H -1.69786 -1.17459 4.69452 -0.13 0.13 0.10
H -3.95546 -0.46724 0.04791 -0.10 0.04 -0.18
H -5.18228 0.08941 1.18711 -0.07 0.12 0.05
H -5.05452 -1.62410 0.81727 -0.08 -0.11 -0.12
H -2.41790 0.88768 1.41123 -0.10 0.12 0.16
H -2.16077 0.55493 3.13338 0.14 0.08 0.11
H -3.68700 1.24706 2.59554 -0.12 0.08 0.01
H -4.67786 -2.28035 3.22983 -0.10 -0.16 0.05
H -5.06874 -0.59070 3.53630 -0.10 0.09 0.03
H -3.62441 -1.29952 4.24348 0.01 -0.03 0.13
```
Forces are in eV/Å.

***

> Number 1 is which compound?

C45H53ClIrN9O3P2S